C42H36N3O3PS3Sn | wB97M-V/def2-TZVPD

Structure (XYZ):
```
89
C42H36N3O3PS3Sn | OMol25 | wB97M-V/def2-TZVPD
Sn -2.39504 -0.62593 1.69629
O -3.42262 1.46339 -0.03291
N -2.93907 0.14625 -0.28929
C -3.07844 -0.30704 -1.49924
C -3.23940 -1.73135 -1.84315
C -4.08589 -1.92353 -2.94818
C -4.50625 -3.16876 -3.40842
C -4.01180 -4.28508 -2.72253
C -3.23097 -4.14087 -1.60157
C -2.81624 -2.84444 -1.14021
P -1.77463 -2.85126 0.33079
C -2.35551 -4.03677 1.57357
C -3.74800 -4.09630 1.76031
C -4.29019 -4.83104 2.80493
C -3.46650 -5.35457 3.83868
C -2.08853 -5.23807 3.69850
C -1.51568 -4.56444 2.57380
C -0.24219 -3.72067 -0.16674
C -0.15097 -5.13650 -0.21225
C 0.88975 -5.71122 -0.91650
C 1.80302 -4.99189 -1.69862
C 1.71247 -3.55883 -1.71439
C 0.70671 -2.99386 -0.98870
H -2.63044 2.14944 -0.17415
H -3.20032 0.40645 -2.28930
H -4.43242 -1.05099 -3.48517
H -5.05601 -3.28977 -4.31793
H -4.35193 -5.27868 -3.03127
H -2.84299 -5.08021 -1.16169
H -4.44545 -3.74132 1.02677
H -5.40335 -5.00729 2.77500
H -3.99946 -5.84069 4.67005
H -1.41724 -5.64844 4.47565
H -0.43765 -4.40952 2.50092
H -0.83719 -5.75166 0.43097
H 1.03445 -6.77635 -0.82916
H 2.58287 -5.49325 -2.27120
H 2.37598 -2.84059 -2.21252
H 0.59123 -1.93063 -0.99501
O 0.11063 1.04979 -1.18100
C 4.16381 2.63240 -0.66461
C 4.59713 1.21735 -0.61843
C 3.79900 0.12613 -0.25408
C 4.35290 -1.12643 -0.50886
C 5.57989 -1.03094 -1.14168
S 6.11806 0.56429 -1.43973
C 3.87734 3.31873 -1.92649
C 4.48207 4.55238 -2.32953
C 3.88065 4.94240 -3.49611
C 2.76614 4.19912 -3.84977
S 2.55446 2.76748 -2.92903
C 3.83592 3.29820 0.55175
C 4.37180 2.93832 1.82035
C 3.81457 3.68331 2.88095
C 2.69694 4.39013 2.42941
S 2.40598 4.24162 0.72353
H 2.77559 0.25461 0.05971
H 3.86282 -2.05958 -0.26568
H 6.26595 -1.88563 -1.34421
H 5.24510 5.03675 -1.75820
H 4.25265 5.79308 -4.08174
H 2.14171 4.37366 -4.70108
H 5.08428 2.06825 1.90909
H 4.12952 3.55888 3.91264
H 2.16088 5.08836 3.04271
C -0.33581 2.13621 -0.96188
C -1.19545 3.09048 -0.83502
C -1.43457 4.45061 -0.82667
C -2.26392 4.99698 0.22051
C -2.98790 6.11870 -0.00745
C -2.77710 6.86333 -1.18042
C -1.86997 6.43027 -2.15546
C -1.16083 5.27592 -1.98636
H -2.25604 4.42723 1.21893
H -3.67240 6.49062 0.74892
H -3.27989 7.80124 -1.40036
H -1.74879 6.99890 -3.05999
H -0.43410 4.98110 -2.70335
C 1.47645 -1.38076 2.76878
N 1.05016 -0.22338 3.56867
C 0.06040 0.59340 3.14302
N -0.36349 1.63520 3.90594
O -0.50754 0.48302 1.97695
H 2.45508 -1.16691 2.35426
H 0.77354 -1.54790 1.96343
H 1.48104 -2.30272 3.33981
H 1.51939 -0.05425 4.46877
H 0.01449 1.82140 4.83769
H -1.15269 2.17497 3.55528
```

Results
Kohn-Sham gap in Eh: 0.1240
Strongest force on any atom in eV Å⁻¹: 4.36
Spin multiplicity: 1
Net charge: +2

Here are the Mulliken charges for atoms 1 to 6, given in e:
1. Sn 0.67
2. O -0.58
3. N 0.10
4. C -0.45
5. C 0.74
6. C -0.77